A structure of composition C38H24Br2N4O2P2S4Se2Tc at a distorted geometry, computed with ωB97M-V with the def2-TZVPD basis set.

Each line ends with the Mulliken spin population.
Element x y z (Å)
Tc 4.85 -18.14 -12.82  1.858
Br 10.04 -19.16 -8.50  0.002
Br 4.73 -17.77 -7.58  0.002
Se 6.19 -14.91 -18.27  0.002
Se 8.05 -14.46 -11.46  -0.003
S 2.56 -17.67 -12.70  0.351
S 0.34 -19.09 -11.15  0.005
S 2.10 -21.51 -10.79  0.039
S 4.06 -20.51 -12.71  0.173
P 6.44 -14.06 -16.23  0.019
P 6.13 -14.03 -12.27  0.004
O 4.72 -18.13 -10.76  -0.002
O -0.08 -20.92 -9.19  0.026
N 5.51 -16.42 -13.13  0.101
N 5.18 -17.18 -14.38  0.047
N 6.67 -19.20 -12.32  -0.020
N 5.42 -16.49 -15.42  -0.061
C 4.86 -10.38 -17.27  0.000
C 9.65 -11.56 -15.80  0.000
C 2.36 -14.59 -9.66  0.002
C 8.24 -19.26 -9.02  0.036
C 7.38 -20.14 -12.93  0.023
C 6.00 -18.46 -8.74  0.049
C 5.98 -12.24 -12.48  0.001
C 3.10 -11.64 -16.16  0.000
C 4.76 -14.28 -9.83  0.005
C 9.16 -14.22 -16.48  -0.003
C 8.39 -12.09 -15.61  0.000
C 4.72 -11.65 -12.39  0.001
C 0.63 -20.58 -10.12  0.009
C 3.99 -12.72 -15.94  0.001
C 8.79 -20.62 -11.08  0.028
C 8.14 -13.43 -15.97  0.004
C 10.43 -13.65 -16.77  0.000
C 4.71 -14.40 -11.22  0.009
C 2.67 -20.20 -11.76  0.173
C 2.36 -14.95 -11.02  0.005
C 6.82 -19.18 -10.93  -0.004
C 5.81 -15.14 -13.60  -0.052
C 5.76 -18.59 -10.12  0.007
C 10.63 -12.32 -16.42  0.000
C 5.74 -11.44 -17.02  0.000
C 3.56 -14.23 -9.04  -0.003
C 3.55 -10.46 -16.73  0.000
C 4.57 -10.28 -12.25  0.000
C 7.23 -18.69 -8.23  -0.019
C 5.72 -9.50 -12.37  0.000
C 3.45 -14.70 -11.83  -0.020
C 1.94 -19.02 -11.87  0.074
C 8.42 -20.84 -12.35  -0.006
C 5.90 -15.22 -15.01  0.152
C 5.32 -12.59 -16.33  0.002
C 7.11 -11.44 -12.68  0.000
C 6.97 -10.07 -12.64  0.000
C 7.96 -19.74 -10.30  -0.027
H 5.11 -9.54 -17.93  0.000
H 8.97 -15.27 -16.73  0.000
H 7.40 -18.58 -7.15  -0.001
H 5.75 -8.38 -12.28  0.000
H 3.64 -13.90 -8.01  0.000
H 7.80 -9.37 -12.78  0.000
H 3.35 -14.78 -12.92  0.007
H 1.46 -15.25 -11.54  0.000
H 8.09 -11.94 -12.81  0.000
H 9.03 -21.43 -13.02  0.000
H 9.88 -10.51 -15.52  0.000
H 2.07 -11.73 -15.84  0.000
H 7.11 -20.25 -13.97  0.004
H 3.60 -13.64 -15.55  0.000
H 11.66 -11.94 -16.49  0.000
H 1.38 -14.49 -9.16  0.000
H 7.60 -11.50 -15.12  0.000
H 5.74 -14.25 -9.32  0.000
H 9.60 -21.12 -10.60  0.001
H 11.23 -14.27 -17.16  0.000
H 3.58 -9.85 -12.08  0.000
H 6.74 -11.44 -17.47  0.000
H 3.85 -12.28 -12.40  -0.001
H 2.80 -9.67 -16.92  0.000

Calculated values
⟨S²⟩: 3.80
Multiplicity: 4
Highest occupied orbital energy (alpha / beta): -7.6 / -7.6 eV
LUMO (alpha / beta): -0.78 / -2.25 eV